[1]
This record from OMol25 describes a structure of composition C47H48NO9S2 at a distorted geometry. The level of theory is wB97M-V/def2-TZVPD.

Last column: Löwdin charge in e.
Positions of all 107 atoms, in Å:
C 1.2082 -5.8573 5.3350  -0.088
H 4.0264 -3.3727 6.2562  0.109
H -5.4047 5.1446 -3.8694  0.105
H -6.6205 10.9315 -4.0984  0.084
C 4.1050 -0.2478 -4.2068  -0.011
C 1.7832 -0.5266 -3.6112  -0.082
C 3.3474 -5.4062 6.3627  -0.003
O 3.3401 -0.6926 -6.8588  0.086
H 1.5397 -1.3215 -8.4669  0.117
C -6.4338 6.1568 -2.2334  -0.222
C 0.8922 1.1132 2.1809  -0.217
H -8.0954 10.9807 -5.1823  0.089
H 0.2403 -4.1666 4.4195  0.124
H -6.4323 11.1796 -5.8762  0.087
H 7.6557 -4.3977 2.8930  0.094
C 2.3386 -6.3055 6.0255  -0.097
C 0.2656 -8.2326 5.3423  -0.082
C 7.4953 -1.3265 1.2203  -0.079
H -3.2321 4.3584 1.7895  0.106
H -5.4452 4.4241 -0.3448  0.101
C -1.5156 -1.8187 -7.0873  -0.069
C -3.1937 4.6559 -0.4173  -0.180
H -1.9921 -1.5949 -5.0097  0.119
H 8.1159 -0.7393 0.5006  0.091
O 2.7880 -1.9415 3.3399  -0.378
H -6.9332 5.2395 -1.7986  0.103
C 3.2386 -4.0716 5.9969  -0.043
C 2.4734 -0.7607 -6.0046  -0.284
C 8.0451 -2.6192 1.6484  -0.090
O 2.4596 -0.7073 0.7374  -0.379
H -2.5791 4.0822 -1.1699  0.106
N 3.6024 0.5386 2.8144  -0.333
H 2.0464 -2.5932 5.0023  0.077
H 0.6892 -11.9944 6.1238  0.102
C -4.6422 4.7793 -1.0479  -0.220
H -6.2510 6.9446 -5.6999  0.112
H -5.9722 9.0043 -3.4518  0.121
H -2.5240 -2.1057 -7.3633  0.102
H -4.7909 7.3213 -4.7315  0.113
C 6.2161 -0.8343 1.7521  -0.047
H 5.4274 -3.5653 3.8534  0.106
C -7.0252 10.6306 -5.0986  -0.122
H 9.0279 -2.9991 1.2796  0.091
H -1.1505 2.8568 2.9331  0.111
S 3.8942 -0.9747 3.4232  0.579
O 4.1943 -0.7888 4.8647  -0.378
C 0.4676 2.4020 1.3797  -0.237
O 3.4589 -8.1261 7.0032  0.088
H 1.2458 3.1997 1.5192  0.110
O -0.8931 -6.4020 4.4334  0.099
H 5.8634 0.1572 1.3798  0.103
H -1.3740 -11.1811 5.0193  0.102
H 1.0672 1.4536 3.2419  0.105
C -3.2723 3.7110 0.8727  -0.211
O -6.8986 9.2295 -5.3800  -0.213
C -0.9078 3.0276 1.8531  -0.205
H -1.7549 2.3444 -0.0919  0.103
S 2.5329 0.5494 1.5340  0.589
C -0.5238 -1.7357 -8.0609  -0.071
C 1.4146 -8.6865 5.9891  -0.083
C 2.4819 -7.7333 6.3900  -0.284
C 0.7694 -1.3804 -7.7070  -0.008
H 4.8926 -0.2458 -4.9513  0.114
H -7.6058 8.2165 -3.6950  0.123
H -5.1435 6.9421 -0.5739  0.108
H 0.3885 2.1852 0.2843  0.107
H -0.7602 -1.9530 -9.0965  0.102
C -6.6214 8.4682 -4.1944  -0.244
H -1.6414 -8.7816 4.5123  0.118
H 1.3144 -0.2535 -1.5289  0.114
H 3.6373 0.2144 -0.8783  0.060
O 3.0098 1.6138 0.6128  -0.396
C 1.0768 -1.1058 -6.3770  -0.083
H -4.7665 4.1526 -1.9797  0.109
C 0.3857 -0.8508 -3.9852  -0.279
C 1.1076 -4.5178 4.9657  0.022
C 5.4603 -1.6219 2.7220  -0.231
C 4.4108 0.0061 -2.8763  -0.039
C 5.9825 -2.9248 3.1242  -0.048
C 0.1126 -6.7954 4.9942  -0.281
H 4.2206 -5.7467 6.9070  0.116
H -2.5512 1.6710 1.3724  0.108
C 3.4050 0.0120 -1.9114  -0.035
C 0.0796 -1.1696 -5.4046  -0.081
H -4.2763 6.7411 -2.1392  0.107
C -5.9007 7.1397 -4.6461  -0.170
H -7.1019 7.0195 -1.9886  0.091
H -0.7941 4.1485 1.7355  0.106
C 0.5669 -10.9381 5.9125  -0.070
C 1.5646 -10.0422 6.2674  -0.007
C 2.0932 -0.2543 -2.2812  0.024
C -5.0331 6.2602 -1.4624  -0.205
H -4.2595 3.1657 0.9060  0.098
H -2.7410 5.6501 -0.1697  0.108
H 5.4373 0.2025 -2.5879  0.105
C 2.1228 -3.6279 5.2921  -0.045
O -0.4968 -0.8637 -3.1479  0.102
H 0.1322 0.2939 2.1643  0.110
C -2.1349 2.6216 0.9281  -0.213
C 7.2466 -3.4025 2.5903  -0.092
H -7.1635 5.3434 -4.1888  0.111
C -0.5907 -10.4814 5.2883  -0.069
C -6.2611 5.8734 -3.7732  -0.205
H 2.4620 -10.4008 6.7578  0.117
C -0.7413 -9.1324 5.0030  -0.005
C -1.2160 -1.5320 -5.7634  -0.005
C 2.7914 -0.5090 -4.5807  -0.099

Summary:
* total charge: -1
* HOMO level: -6.694 eV
* orbital gap: 7.69 eV
* maximum force: 0.0693 hartree/bohr
* M: 835.03 g mol⁻¹


[2]
This record from OMol25 describes a structure of composition C47H49BrGe2N11O8Sn at a distorted geometry. The level of theory is wB97M-V/def2-TZVPD.

Last column: Löwdin charge in e.
Positions of all 119 atoms, in Å:
H 17.8215 24.9530 12.2925  0.051
H 20.0585 25.0791 8.9856  0.032
H 18.1380 13.0725 12.1560  0.130
H 8.3869 14.8749 15.2259  0.118
C 7.2840 13.4858 12.9834  -0.038
Br 10.8925 14.4964 8.2746  0.747
N 10.0405 20.4820 11.5580  -0.039
C 18.1359 24.1416 9.1603  -0.300
C 11.6016 16.8528 14.9766  -0.189
C 13.8599 23.5205 10.5917  -0.246
C 14.4246 12.0240 11.4475  -0.135
C 10.8687 11.6906 11.5890  -0.238
C 9.8950 19.4093 10.5874  -0.724
H 14.7260 20.8893 6.0270  0.069
O 11.0189 18.7811 10.3371  -0.288
H 11.3642 19.7629 12.9652  0.055
C 14.1105 27.0600 7.6589  -0.058
H 13.4917 27.1743 6.8233  0.075
H 13.2289 20.4455 6.9537  0.054
C 19.1545 19.3741 10.0223  -0.200
C 11.1562 24.1157 8.7370  -0.177
N 14.4242 18.1050 12.0233  -0.081
C 14.4705 21.8976 7.9147  -0.397
C 14.1379 17.6029 13.2404  -0.273
H 10.5935 13.6402 13.3014  0.113
H 11.1388 22.0504 7.9231  0.050
N 9.7129 16.0595 14.2562  -0.120
H 13.9260 13.9778 12.2944  0.125
N 11.2051 17.7044 13.9226  0.061
H 11.9366 17.9414 3.9893  0.101
H 13.4126 18.1678 13.8166  0.072
H 13.0968 18.2441 6.1812  0.086
C 15.4817 11.1109 11.1287  -0.005
C 16.4981 15.1536 12.4693  -0.046
C 15.4152 17.3116 11.5620  -0.096
C 15.6511 26.7468 10.0103  -0.055
Ge 16.7672 23.5459 10.4685  0.923
H 8.2904 10.9761 10.8095  0.129
H 9.5316 14.9330 5.9295  0.082
C 14.9279 24.3214 10.2626  -0.307
C 11.6977 17.3042 4.8393  -0.076
H 9.1925 20.6345 12.0959  0.131
C 16.7301 19.5273 9.7181  -0.298
C 17.8749 18.5433 9.8086  -0.222
N 15.5321 16.2927 12.4195  -0.105
N 12.2944 16.5525 7.0052  0.064
C 16.0298 13.7106 12.0916  -0.161
H 15.9346 17.3378 10.6471  0.085
C 13.0094 11.6672 11.2679  -0.293
H 6.4098 13.8637 13.4900  0.112
C 19.3780 24.8709 9.7619  -0.172
H 13.2406 21.9903 6.0537  0.074
H 15.7807 25.0663 13.3883  0.075
H 15.2699 21.2292 8.3105  0.032
C 14.7127 13.2833 11.9783  0.024
O 12.0567 12.4194 11.9328  0.083
H 17.3008 15.4452 11.7576  0.129
C 7.2064 12.4250 12.0683  -0.060
C 13.9050 21.3009 6.6449  -0.197
H 19.8774 24.1708 10.4686  0.070
O 16.3992 21.8271 10.3269  -0.138
N 12.5577 10.6205 10.6532  0.114
C 11.2435 15.7530 6.9390  -0.774
H 9.3797 17.6673 12.8370  0.137
H 17.6069 10.9308 10.9154  0.093
H 12.4826 16.9318 15.5910  0.103
H 15.3599 23.3047 13.1129  0.036
N 10.7794 15.8285 15.1389  0.102
C 11.3783 22.5783 8.8618  -0.390
N 14.7730 16.5021 13.5255  0.097
H 18.5145 23.1721 8.7445  0.065
C 15.6003 27.9430 9.3794  -0.126
H 11.8369 24.5709 8.0442  0.023
H 14.8655 22.9296 7.7485  0.053
C 16.8195 11.5540 11.2960  -0.075
H 6.2314 12.0917 11.7856  0.094
C 14.2002 25.7539 8.2771  -0.041
C 16.1514 24.0037 13.3892  -0.162
O 20.3165 18.9821 9.8003  0.087
H 17.6398 24.7830 8.3486  0.082
H 16.9532 15.1529 13.4477  0.116
C 10.3367 15.6619 5.8418  -0.131
C 17.3183 23.9613 12.3360  -0.308
C 10.0399 17.1503 13.5417  -0.115
N 11.2259 20.4907 12.2415  -0.117
H 16.5410 23.5903 14.3603  0.070
H 11.4137 21.4209 12.6189  0.107
H 10.3462 15.9859 3.7381  0.092
H 18.1679 23.2773 12.5507  0.057
C 12.3898 17.4737 6.0169  -0.118
C 10.7154 16.3079 4.6745  -0.066
C 18.5878 20.7370 10.3449  -0.301
H 7.6945 15.8691 13.8429  0.175
C 8.5382 13.9064 13.3977  -0.201
C 17.2095 20.8147 9.9887  -0.214
C 9.6577 13.2652 12.9577  0.032
Sn 12.9108 19.6684 10.7285  1.188
O 17.7553 17.3189 9.6505  0.065
H 13.1857 23.7914 11.4349  0.053
C 14.7851 28.1292 8.2505  -0.111
H 13.8396 24.8949 7.7464  0.079
H 19.0998 25.8789 10.1580  0.068
Ge 13.1920 21.9994 9.4445  0.740
H 10.6417 22.0669 9.5498  0.039
O 8.7882 19.2087 10.1475  0.037
N 11.1732 10.6112 10.9225  0.106
H 16.2953 28.7303 9.7266  0.107
C 17.0906 12.7994 11.8649  -0.044
O 19.1540 21.7155 10.8721  0.009
O 15.5193 19.2202 9.4348  -0.113
C 8.3390 11.7557 11.5974  -0.011
H 10.1862 24.3665 8.3397  0.042
C 8.5971 15.1914 14.2259  -0.105
C 14.8981 25.6091 9.4633  -0.220
H 15.2288 10.0963 10.7477  0.118
H 16.2626 26.6271 10.9172  0.106
C 9.5847 12.2230 12.0153  -0.138
H 14.6927 29.1142 7.7680  0.096
H 11.1750 24.5211 9.7880  0.077

Summary:
* total charge: -1
* HOMO level (alpha / beta): -3.043 / -3.060 eV
* orbital gap (alpha / beta): 4.41 / 4.43 eV
* maximum force: 0.0686 hartree/bohr
* energy relative to the best compared isomer or geometry (same formula, charge and spin): 106.1 kcal/mol
* M: 1239.81 g mol⁻¹